# 1
Density functional theory data (ωB97M-V with the def2-TZVPD basis set) for a structure of composition C32H28Br2N2O3PRe at a distorted geometry.

XYZ file:
```
69
Properties=species:S:1:pos:R:3:mulliken_spin:R:1
Re 0.9617 0.0855 -0.0345 0.946
Br -3.3566 -2.3926 0.8838 0.000
C -2.0687 -1.9566 2.1863 0.007
C -2.2594 -2.3050 3.5174 -0.001
C -1.3651 -1.8874 4.4779 0.002
Br -1.7168 -2.2815 6.2966 0.000
C -0.2141 -1.1386 4.1325 0.000
C 0.7008 -0.5823 5.0452 -0.002
C 1.7552 0.1561 4.5717 0.000
C 1.9431 0.2917 3.1926 0.001
N 1.1160 -0.2260 2.3110 0.111
C 0.0222 -0.8832 2.7570 -0.007
C -0.9337 -1.2566 1.7650 0.017
O -0.7496 -0.9138 0.5332 -0.061
H -3.1284 -2.8809 3.7969 0.000
H 0.5662 -0.7254 6.1060 0.000
H 2.4442 0.6349 5.2479 0.000
H 2.7794 0.8586 2.8151 0.001
C 3.2255 1.6464 -1.8175 0.006
N 3.1424 0.5634 -0.8241 -0.024
C 3.9452 0.9495 0.3483 0.012
C 3.7197 -0.6713 -1.4253 -0.016
C 2.8508 -1.8938 -1.2808 0.009
C 3.3858 -3.1197 -1.6570 -0.017
C 2.5976 -4.2551 -1.6770 0.026
C 1.2662 -4.1652 -1.2986 -0.012
C 0.7461 -2.9545 -0.8838 0.012
C 1.5158 -1.7832 -0.8460 -0.029
H 4.2408 1.7308 -2.2125 0.001
H 2.9750 2.5989 -1.3589 -0.003
H 2.5372 1.4439 -2.6375 0.002
H 4.9825 1.1506 0.0633 -0.001
H 3.9336 0.1408 1.0805 -0.002
H 3.5366 1.8584 0.7917 0.000
H 4.7079 -0.8693 -0.9959 0.000
H 3.8614 -0.5085 -2.4985 0.002
H 4.4226 -3.1772 -1.9568 0.000
H 3.0129 -5.1961 -1.9969 0.001
H 0.6388 -5.0424 -1.3227 0.000
H -0.2914 -2.9127 -0.5859 0.010
O 1.3289 4.3928 -0.1318 0.005
C 0.9059 3.2772 -0.3053 -0.002
O 1.1931 2.2450 0.3872 0.010
C -0.0859 3.0008 -1.4857 0.017
P -0.7817 1.3370 -1.2068 -0.029
C -2.0475 1.5099 0.1004 -0.020
C -1.6587 1.9069 1.3817 0.004
C -2.5536 1.8660 2.4324 0.008
C -3.8528 1.4317 2.2229 -0.002
C -4.2606 1.0830 0.9462 0.003
C -3.3670 1.1151 -0.1109 0.002
C -1.6916 0.8387 -2.6798 0.007
C -2.3351 -0.3990 -2.6422 0.005
C -3.2045 -0.7492 -3.6571 0.000
C -3.4125 0.1166 -4.7217 0.001
C -2.7299 1.3214 -4.7851 0.000
C -1.8692 1.6904 -3.7665 0.005
H 0.4797 3.0225 -2.4231 -0.002
H -0.8527 3.7783 -1.5298 -0.002
H -0.6498 2.2356 1.5727 -0.007
H -2.2293 2.1629 3.4184 0.000
H -4.5404 1.3689 3.0513 0.000
H -5.2740 0.7564 0.7704 0.000
H -3.7069 0.8333 -1.0957 0.000
H -2.1670 -1.0589 -1.8014 0.003
H -3.7294 -1.6915 -3.6110 0.000
H -4.1147 -0.1453 -5.4974 0.000
H -2.8834 1.9876 -5.6197 0.000
H -1.3556 2.6383 -3.8199 0.001
```

As for the charge: +1. The orbital gap (spin up / spin down) comes out at 0.209 / 0.230 hartree. Its expectation value of S² is 0.77. As for the multiplicity: 2.

***

# 2
Density functional theory data (ωB97M-V with the def2-TZVPD basis set) for a cluster of 2 separate species, C32H28F4N in total at a distorted geometry.

XYZ file:
```
65
Properties=species:S:1:pos:R:3:nbo_charge:R:1
F -3.9493 2.5366 3.4673 -0.311
C -3.9234 1.2037 3.1095 0.413
C -4.9808 0.6803 2.3679 -0.302
C -4.9129 -0.6859 2.0911 0.434
F -6.0318 -1.3101 1.5709 -0.312
C -3.7793 -1.4571 2.3375 -0.278
C -2.6954 -0.8727 3.0301 -0.101
C -1.4549 -1.6383 3.2812 0.092
C -0.2206 -0.9238 3.5481 -0.327
C 1.0411 -1.4824 3.4556 -0.006
C 2.2829 -0.7995 3.1637 -0.103
C 3.4839 -1.5454 2.9620 -0.229
C 4.6262 -0.9112 2.4953 0.409
F 5.7485 -1.6675 2.2236 -0.311
C 4.6924 0.4629 2.2524 -0.282
C 3.5354 1.1909 2.5493 0.414
F 3.5568 2.5509 2.3120 -0.313
C 2.3621 0.6131 3.0235 -0.234
C -2.8158 0.4491 3.4981 -0.227
H -5.8247 1.2931 2.0585 0.275
H -3.7398 -2.5074 2.0223 0.243
H -1.3656 -2.4916 2.5852 0.225
H -0.3048 0.1500 3.7504 0.229
H 1.1459 -2.5631 3.5933 0.211
H 3.4946 -2.6194 3.1391 0.239
H 5.5892 0.9316 1.8476 0.271
H 1.5046 1.2450 3.2437 0.234
H -2.0494 0.8858 4.1419 0.232
C -3.3964 0.2615 10.2725 -0.204
C -3.6292 1.0068 9.1100 -0.214
C -3.6300 0.3785 7.8576 -0.152
C -3.4363 -1.0038 7.7650 -0.039
C -3.5918 -1.7298 6.4336 -0.285
C -4.9664 -2.4251 6.3270 -0.037
C -5.5583 -2.5683 5.0664 -0.245
C -6.7931 -3.2033 4.9133 -0.199
C -7.4629 -3.7155 6.0330 -0.204
C -6.8864 -3.5678 7.2964 -0.207
C -5.6652 -2.9048 7.4426 -0.163
C -2.4706 -2.7600 6.1901 -0.022
C -1.1033 -2.5195 6.8134 -0.411
C -0.1943 -3.4903 6.0537 -0.432
C -0.9353 -3.8455 4.7623 -0.225
N -2.1222 -2.9253 4.7448 -0.477
C -3.1973 -1.7430 8.9281 -0.238
C -3.1639 -1.1149 10.1782 -0.202
H -3.4128 0.7523 11.2497 0.229
H -3.8006 2.0848 9.1693 0.226
H -3.7992 0.9473 6.9393 0.203
H -3.4965 -0.9940 5.6201 0.227
H -5.0731 -2.1240 4.1919 0.201
H -7.2287 -3.2966 3.9144 0.224
H -8.4326 -4.2054 5.9229 0.228
H -7.3771 -3.9674 8.1820 0.225
H -5.2717 -2.7398 8.4424 0.218
H -2.8141 -3.7558 6.5444 0.212
H -0.7925 -1.4745 6.6806 0.217
H -1.0965 -2.7100 7.8871 0.248
H 0.8211 -3.1137 5.8941 0.225
H -0.1145 -4.4198 6.6290 0.229
H -0.3746 -3.7083 3.8372 0.195
H -1.2787 -4.9007 4.8081 0.219
H -2.8989 -3.3442 4.2216 0.409
H -3.0765 -2.8292 8.8798 0.210
H -2.9496 -1.7080 11.0712 0.225
```

As for the charge: +1. The orbital gap comes out at 0.240 hartree. As for the multiplicity: 1.

***

# 3
Density functional theory data (ωB97M-V with the def2-TZVPD basis set) for a structure of composition C32H28I3N3O4PRu.

XYZ file:
```
72
Properties=species:S:1:pos:R:3:mulliken_spin:R:1
Ru 0.5762 -0.1868 0.6207 3.452
I -1.2160 -0.9290 7.7759 0.001
C -1.0479 -1.0981 5.7011 -0.115
C -1.4062 -2.3287 5.1122 0.391
C -1.3645 -2.4522 3.7143 -0.108
I -1.9231 -4.2595 2.8422 -0.001
C -0.9590 -1.4325 2.8856 0.380
O -0.9067 -1.4837 1.5987 0.235
C -0.4830 -0.1030 3.4906 -0.189
C -1.2834 1.0609 2.7991 0.095
N -0.4899 1.6661 1.7320 0.094
C -1.1728 2.4242 0.6962 -0.018
C -0.1917 2.7257 -0.4203 0.012
C -0.3009 3.8544 -1.2155 0.002
C 0.6245 4.0421 -2.2313 -0.002
C 1.6240 3.1020 -2.4202 0.002
C 1.6652 1.9969 -1.5852 -0.003
N 0.7770 1.8278 -0.6055 0.062
C -0.6266 -0.0302 4.9850 0.330
H -1.7211 -3.1574 5.7272 0.040
H -1.5977 1.7895 3.5523 0.022
H -2.1798 0.6388 2.3447 -0.019
H 0.2779 2.2058 2.1170 0.004
H -1.6304 3.3533 1.0546 0.003
H -1.9767 1.7945 0.3012 0.007
H -1.0920 4.5707 -1.0352 0.000
H 0.5664 4.9169 -2.8660 0.000
H 2.3633 3.2146 -3.2004 0.001
H 2.4026 1.2074 -1.6995 0.003
H -0.3705 0.9065 5.4624 0.036
I -0.5308 -7.0128 -2.3372 0.000
C 0.4969 -5.2402 -1.9565 0.001
C 1.3156 -4.6925 -2.9370 0.000
C 1.9767 -3.5017 -2.6825 0.000
C 1.8360 -2.8569 -1.4582 0.002
C 1.0272 -3.4275 -0.4819 0.025
C 0.3502 -4.6149 -0.7270 0.013
C 2.5247 -1.5259 -1.2462 0.013
O 3.0814 -0.9750 -2.1844 0.023
O 2.3840 -1.0097 -0.0669 0.120
H 1.4273 -5.1874 -3.8923 0.000
H 2.6093 -3.0444 -3.4318 0.000
H 0.8928 -2.9417 0.4769 -0.036
H -0.2862 -5.0377 0.0392 0.001
C -1.1294 -2.5557 -2.9996 0.005
P -1.8115 -1.3810 -1.8302 0.014
C -2.7894 -2.3250 -0.6632 -0.004
C -2.9676 -0.3506 -2.7489 0.004
O -0.7354 -0.5303 -1.2110 0.038
H -1.9167 -3.0537 -3.5662 0.000
H -0.5438 -3.3027 -2.4602 -0.003
H -0.4630 -2.0251 -3.6804 0.000
H -3.4091 -3.0493 -1.1942 0.000
H -3.4298 -1.6595 -0.0838 0.000
H -2.1190 -2.8318 0.0313 0.004
H -3.7558 -0.9506 -3.2052 0.000
H -2.4318 0.1947 -3.5256 0.000
H -3.4218 0.3683 -2.0660 0.000
N 8.8447 0.1616 1.8055 0.004
C 7.7158 0.1427 2.0192 -0.002
C 6.3029 0.1188 2.2867 0.011
C 5.5777 -1.0513 2.0682 -0.007
C 4.2199 -1.0722 2.3162 0.003
C 3.5754 0.0767 2.7820 -0.015
C 4.3107 1.2376 3.0155 0.018
C 5.6697 1.2625 2.7652 -0.007
C 2.1570 0.0470 2.9847 0.003
C 0.9498 -0.0073 3.0856 0.060
H 6.0777 -1.9340 1.6947 0.000
H 3.6424 -1.9658 2.1281 -0.001
H 3.8138 2.1240 3.3862 0.001
H 6.2423 2.1634 2.9362 0.000
```

As for the charge: 0. The orbital gap (spin up / spin down) comes out at 0.237 / 0.273 hartree. Its expectation value of S² is 8.79. As for the multiplicity: 6.

***

# 4
Density functional theory data (ωB97M-V with the def2-TZVPD basis set) for a structure of composition C32H29F4N6O3Ru.

XYZ file:
```
75
Properties=species:S:1:pos:R:3:mulliken_spin:R:1
Ru 2.6175 0.2961 -0.1045 3.103
C 2.9064 -2.0481 2.5190 0.038
C 2.6622 -0.5961 2.9175 -0.002
N 3.4255 0.3759 2.1002 0.008
C 3.1336 1.7529 2.5675 0.007
C 3.7637 2.8415 1.7000 0.044
C 4.8822 0.1008 2.1396 0.024
C 5.4571 -0.6277 0.9098 -0.071
N 4.7474 -0.3000 -0.3084 0.555
C 5.1794 -0.6875 -1.5101 0.078
C 4.4207 -0.3100 -2.6596 0.106
F 3.3494 0.4813 -2.4771 0.025
C 4.7372 -0.7074 -3.9291 -0.067
F 3.9730 -0.3238 -4.9376 -0.007
C 5.8562 -1.5004 -4.1617 0.252
C 6.6392 -1.8731 -3.0805 -0.074
F 7.7089 -2.6236 -3.2738 -0.009
C 6.3301 -1.4848 -1.7940 0.191
F 7.1129 -1.9010 -0.8136 0.022
H 2.1024 -2.6759 2.8999 0.000
H 3.8430 -2.4300 2.9249 -0.001
H 2.9261 -2.1466 1.4339 -0.018
H 2.9271 -0.4591 3.9725 0.012
H 1.6030 -0.3558 2.8109 0.003
H 3.4732 1.8666 3.6034 0.003
H 2.0477 1.8666 2.5656 -0.003
H 4.8133 3.0086 1.9328 -0.001
H 3.2470 3.7839 1.8717 0.000
H 3.6874 2.5887 0.6354 -0.014
H 5.1168 -0.4950 3.0236 0.002
H 5.4057 1.0464 2.2438 0.000
H 5.4250 -1.7116 1.0595 0.026
H 6.5111 -0.3556 0.8311 0.022
H 6.1125 -1.8154 -5.1642 0.010
C -10.7420 -1.0138 -0.5585 0.000
O -9.9777 0.1888 -0.5790 0.017
C -8.6600 0.1337 -0.4981 0.036
C -7.9116 -1.0493 -0.4115 -0.003
C -6.5412 -0.9853 -0.3305 0.015
C -5.8709 0.2471 -0.3397 0.020
C -6.6297 1.4284 -0.4267 0.017
C -7.9939 1.3748 -0.5008 -0.006
C -4.4397 0.2571 -0.2418 0.039
N -3.6822 -0.7937 0.0111 -0.043
C -2.4037 -0.3547 0.0514 0.042
C -2.3566 1.0428 -0.2203 0.234
N -3.6562 1.3869 -0.3859 0.041
C -1.2508 1.9800 -0.3211 -0.020
C -1.3514 3.3305 0.0381 0.036
C -0.2217 4.1264 0.0572 -0.017
C 1.0139 3.5458 -0.1861 0.041
N 1.1315 2.2652 -0.5447 0.020
C 0.0192 1.5678 -0.7139 0.032
C 0.6867 -0.5589 -0.3726 -0.161
N 1.4116 -1.5854 -0.7788 0.082
C 1.1230 -2.8593 -0.4740 0.108
C -0.1375 -3.3441 -0.1519 0.050
C -1.2932 -2.5687 0.0199 0.051
C -1.3063 -1.2251 0.3049 0.098
H -11.7797 -0.7036 -0.6136 0.000
H -10.5766 -1.5682 0.3669 0.000
H -10.5052 -1.6460 -1.4158 0.000
H -8.4051 -2.0111 -0.4114 0.000
H -5.9525 -1.8889 -0.2576 -0.001
H -6.1487 2.3999 -0.4186 -0.001
H -8.5945 2.2721 -0.5596 -0.001
H -3.9852 2.2981 -0.6617 -0.006
H -2.3031 3.7457 0.3451 0.002
H -0.2863 5.1733 0.3170 0.001
H 1.9303 4.1127 -0.0986 0.006
H 1.9373 -3.5576 -0.6233 0.008
H -0.2623 -4.4180 -0.1925 0.005
H -2.2600 -3.0379 -0.1204 -0.004
O 0.2126 0.3372 -1.3030 -0.009
O -0.1250 -0.6255 0.7518 0.008
```

As for the charge: +2. The orbital gap (spin up / spin down) comes out at 0.248 / 0.154 hartree. Its expectation value of S² is 8.91. As for the multiplicity: 6.

***

# 5
Density functional theory data (ωB97M-V with the def2-TZVPD basis set) for a structure of composition C32H29N3O3PtS4Te.

XYZ file:
```
73
Properties=species:S:1:pos:R:3:mulliken_spin:R:1
Pt 0.3490 -0.8712 -0.3371 1.231
C 4.3962 0.8304 -0.7194 0.010
C 3.2803 -0.1426 -1.0120 0.011
N 2.5244 -0.5643 -0.0542 0.081
N 2.9373 -0.1466 1.2098 0.001
C 2.0573 -0.2565 2.1448 0.015
S 0.4106 -0.7357 2.0561 0.111
S 2.7705 0.0244 3.7646 0.008
C 1.5077 1.0772 4.5186 0.012
C 1.3366 2.4251 3.8647 -0.008
C 0.0630 2.9112 3.6014 0.000
C -0.1156 4.1718 3.0467 0.001
C 0.9845 4.9562 2.7371 0.001
C 2.2630 4.4679 2.9749 0.000
C 2.4368 3.2116 3.5330 -0.002
C 3.1270 -0.6322 -2.3984 -0.032
C 4.3183 -0.8643 -3.0960 -0.001
C 4.3503 -1.3221 -4.3990 0.007
C 3.1313 -1.5285 -5.0528 -0.002
C 1.9415 -1.2936 -4.4086 0.016
C 1.8742 -0.8532 -3.0547 0.033
O 0.7166 -0.6578 -2.5364 0.086
H 4.0105 1.6253 -0.0829 0.001
H 4.7815 1.2494 -1.6463 0.000
H 5.2065 0.3499 -0.1667 0.000
H 1.8463 1.1982 5.5514 0.001
H 0.5645 0.5341 4.5306 -0.002
H -0.7987 2.2827 3.7919 0.001
H -1.1159 4.5165 2.8261 0.000
H 0.8475 5.9288 2.2813 0.000
H 3.1293 5.0606 2.7052 0.000
H 3.4330 2.8136 3.6847 0.000
H 5.2569 -0.6910 -2.5805 -0.001
H 5.2934 -1.5164 -4.8943 0.001
H 3.1217 -1.8828 -6.0790 0.000
H 0.9924 -1.4551 -4.9047 0.000
C -4.4215 -7.4905 1.3751 -0.001
C -3.6536 -6.3599 0.7391 0.014
C -2.8221 -5.5407 1.4843 -0.002
C -2.0948 -4.4991 0.9075 -0.015
C -1.2362 -3.6482 1.7920 0.001
C -2.1830 -4.2643 -0.4741 0.014
Te -1.0275 -2.7870 -1.5229 0.264
C -3.0348 -5.0866 -1.2359 0.003
C -3.1965 -4.8928 -2.7209 0.017
C -3.7501 -6.1098 -0.6230 -0.003
H -4.2808 -7.4978 2.4568 0.000
H -4.0935 -8.4597 0.9896 0.001
H -5.4931 -7.4078 1.1767 0.001
H -2.7396 -5.7027 2.5556 -0.001
H -1.3836 -3.8992 2.8439 -0.001
H -1.4619 -2.5952 1.6471 -0.001
H -0.1778 -3.7581 1.5470 0.002
H -3.5875 -3.8986 -2.9472 -0.004
H -3.8762 -5.6418 -3.1321 0.001
H -2.2355 -4.9647 -3.2342 -0.001
H -4.4024 -6.7313 -1.2321 0.000
O -4.1956 3.3479 -1.0164 0.000
S -3.1628 3.5861 -0.0394 -0.002
O -3.5997 3.9475 1.2891 0.000
N -2.0745 2.3841 0.0057 0.000
C -0.8860 2.7660 -0.4216 -0.007
S 0.5169 1.8536 -0.5045 0.117
C -0.8370 4.2158 -0.8470 0.014
C 0.2271 4.9344 -1.3654 0.007
C 0.0300 6.2738 -1.6760 0.001
C -1.2081 6.8830 -1.4739 -0.001
C -2.2764 6.1569 -0.9622 0.000
C -2.0561 4.8271 -0.6604 0.001
H 1.1796 4.4415 -1.5116 0.000
H 0.8483 6.8556 -2.0831 0.000
H -1.3378 7.9299 -1.7214 0.000
H -3.2459 6.6118 -0.8040 0.000
```

As for the charge: -2. The orbital gap (spin up / spin down) comes out at 0.184 / 0.224 hartree. Its expectation value of S² is 2.01. As for the multiplicity: 3.

***

# 6
Density functional theory data (ωB97M-V with the def2-TZVPD basis set) for a structure of composition C32H30AsN5O3STi at a distorted geometry.

XYZ file:
```
73
Properties=species:S:1:pos:R:3:lowdin_charge:R:1
Ti 0.0594 0.3255 -0.2445 1.062
O 4.0703 0.4908 1.7611 0.054
C 3.5638 0.2834 2.9941 -0.263
C 4.3803 0.6047 4.0819 -0.016
C 3.9273 0.4166 5.3689 -0.086
C 2.6516 -0.0912 5.6049 -0.093
C 1.8434 -0.4063 4.5334 -0.029
C 2.2792 -0.2305 3.2183 -0.084
C 1.3775 -0.5222 2.0820 -0.433
O 1.7727 -0.2252 0.8746 -0.194
N 0.2011 -1.0020 2.3716 0.106
N -0.6079 -0.9858 1.2368 -0.135
C -1.6739 -1.6931 1.2590 -0.092
C -2.6693 -1.6598 0.2052 -0.153
C -3.6929 -2.6090 0.2406 -0.043
C -4.7035 -2.6064 -0.6982 -0.096
C -4.7098 -1.6218 -1.6821 -0.081
C -3.7194 -0.6594 -1.7342 -0.010
C -2.6735 -0.6717 -0.8074 -0.332
O -1.7372 0.2604 -0.8869 -0.190
H 3.3421 0.3121 1.1274 0.053
H 5.3634 1.0022 3.8787 0.115
H 4.5697 0.6710 6.2018 0.102
H 2.2954 -0.2340 6.6146 0.097
H 0.8466 -0.7923 4.6850 0.107
H -1.8396 -2.3492 2.1157 0.140
H -3.6837 -3.3565 1.0230 0.112
H -5.4822 -3.3519 -0.6655 0.097
H -5.5044 -1.6024 -2.4154 0.102
H -3.7222 0.1166 -2.4869 0.117
C -1.6449 2.4784 3.1815 -0.053
C -0.5553 3.2927 3.5620 -0.058
C 0.5265 3.4005 2.7311 -0.004
C 0.5187 2.6781 1.5214 -0.203
N -0.4832 1.8174 1.2160 0.017
C -1.5599 1.7557 2.0244 -0.108
C 1.4850 2.7982 0.4665 -0.215
C 2.5501 3.6747 0.4336 -0.004
C 3.3641 3.7400 -0.7021 -0.074
C 3.0698 2.9127 -1.7735 -0.013
C 2.0028 2.0209 -1.7269 -0.224
N 1.1971 1.9448 -0.5973 -0.010
C 1.6335 1.0816 -2.7176 -0.237
C 2.1305 1.0478 -4.0414 -0.019
C 1.6191 0.1448 -4.9272 -0.069
C 0.5963 -0.7329 -4.5018 -0.062
C 0.1768 -0.6744 -3.2058 -0.150
N 0.7019 0.1876 -2.2996 0.005
H -2.5284 2.3973 3.7935 0.101
H -0.5756 3.8346 4.4965 0.105
H 1.3670 4.0256 2.9856 0.109
H -2.3475 1.0832 1.7078 0.115
H 2.7559 4.3151 1.2757 0.109
H 4.1998 4.4214 -0.7360 0.097
H 3.6877 2.9458 -2.6603 0.106
H 2.8861 1.7569 -4.3414 0.107
H 1.9755 0.1178 -5.9460 0.104
H 0.1337 -1.4328 -5.1814 0.103
H -0.5969 -1.3352 -2.8296 0.087
C 3.6135 -1.3581 -1.4501 -0.229
As 2.7964 -3.0272 -0.9547 0.666
C 3.4644 -4.2943 -2.2544 -0.255
C 3.6571 -3.5025 0.7059 -0.244
S 0.7192 -3.0534 -0.7655 0.175
H 4.6853 -1.4618 -1.2731 0.050
H 3.2152 -0.5482 -0.8485 0.005
H 3.4272 -1.1611 -2.5050 0.033
H 4.4676 -4.6213 -1.9873 0.033
H 3.4815 -3.8180 -3.2351 0.033
H 2.7813 -5.1443 -2.2779 0.031
H 4.7394 -3.5070 0.5837 0.038
H 3.3006 -4.4878 1.0090 0.039
H 3.3697 -2.7696 1.4616 0.028
```

As for the charge: 0. The orbital gap (spin up / spin down) comes out at 0.180 / 0.183 hartree. As for the multiplicity: 1.